# 1
Here is a molecular structure, C14H27IrN8 from the OMol25 dataset. Energies are from ωB97M-V/def2-TZVPD.

Cartesian coordinates (Å):
1 Ir -0.07352 -0.21416 0.22135
2 C -2.09436 -0.33287 2.80030
3 C -2.36828 0.98167 2.10031
4 N -2.02180 0.83560 0.66246
5 C -2.03188 2.07894 -0.14438
6 C -0.72478 2.79960 0.05036
7 N 0.36293 1.81352 -0.23678
8 C 0.91638 1.96363 -1.63267
9 C 1.84312 0.80778 -1.99879
10 C 2.81005 0.47834 -0.87740
11 N 2.11434 -0.26639 0.24044
12 C 2.64414 0.11643 1.58576
13 C 1.71723 -0.44506 2.62940
14 N 0.35576 0.05906 2.30472
15 C -0.65843 -0.46235 3.28347
16 H -2.76910 -0.47972 3.64255
17 H -2.30816 -1.14252 2.09585
18 H -3.42019 1.25960 2.18562
19 H -1.79506 1.81172 2.51877
20 H -2.70125 0.20572 0.24408
21 H -2.14446 1.78552 -1.18891
22 H -2.88585 2.70822 0.11352
23 H -0.64777 3.65980 -0.61415
24 H -0.60433 3.16950 1.06937
25 H 1.12972 2.02658 0.39675
26 H 0.07322 2.01614 -2.32034
27 H 1.44152 2.92088 -1.66488
28 H 1.25126 -0.08141 -2.23069
29 H 2.39133 1.04836 -2.90975
30 H 3.64937 -0.11811 -1.23240
31 H 3.23266 1.38514 -0.43960
32 H 2.28983 -1.25908 0.09653
33 H 3.67022 -0.23350 1.70443
34 H 2.67566 1.20795 1.64396
35 H 1.69069 -1.53250 2.57059
36 H 2.00870 -0.17685 3.64569
37 H 0.37462 1.07576 2.37845
38 H -0.42746 -1.51201 3.45849
39 H -0.48932 0.07579 4.21822
40 C 0.48448 -4.79650 0.74382
41 C 0.29109 -3.36312 0.67560
42 N 0.14150 -2.22680 0.62262
43 H -0.09933 -5.20319 1.57097
44 H 1.54110 -5.01881 0.89960
45 H 0.15335 -5.24560 -0.19390
46 N -1.29134 -0.92934 -1.20942
47 C -2.00889 -1.65094 -1.80403
48 N -2.67860 -2.46498 -2.45717
49 C -3.85366 -2.77991 -2.85927
50 N -4.90425 -3.10911 -3.25539

## Properties
Calculated total energy   -29687.082 eV
Molecular weight   499.6 g/mol
Spin multiplicity   2
Total charge   +3
Orbital gap (alpha / beta)   8.905 / 6.145 eV

# 2
Here is a molecular structure, C14H27IrO from the OMol25 dataset. Energies are from ωB97M-V/def2-TZVPD.

Cartesian coordinates (Å):
1 C -2.08904 -1.69151 -0.95357
2 H -2.21093 -2.64915 -0.47250
3 H -3.06735 -1.54631 -1.41093
4 H -1.81829 -0.93949 -0.24928
5 C -0.93471 -1.80071 -1.98545
6 H -0.34332 -0.89161 -1.96443
7 H -0.20089 -2.58426 -1.74177
8 C -1.66961 -2.02193 -3.29614
9 H -1.02776 -2.31607 -4.13784
10 H -2.37549 -2.81100 -3.01263
11 H -2.26421 -1.11662 -3.49232
12 C 1.43255 2.24525 0.21133
13 C 1.20238 1.97846 -1.24833
14 C -0.24368 1.94116 -1.45871
15 C -0.90822 2.15226 -0.21877
16 C 0.06688 2.26181 0.83578
17 C -0.25418 2.34037 2.27893
18 C -2.38646 2.31941 -0.05006
19 C -0.95044 1.88609 -2.78154
20 C 2.21495 1.62203 -2.24988
21 C 2.68580 2.00410 0.94603
22 Ir 0.54434 0.48925 -0.02963
23 H -2.73900 2.03590 0.94297
24 H -2.67519 3.37016 -0.18108
25 H -2.97606 1.76007 -0.77810
26 H -1.28080 2.02485 2.45878
27 H 0.39315 1.68089 2.85888
28 H -0.14085 3.35127 2.66640
29 H 3.27711 1.26537 0.41760
30 H 3.25265 2.91008 1.06256
31 H 2.46766 1.57602 1.91699
32 H 1.74885 1.16574 -3.11958
33 H 2.79061 2.48740 -2.56575
34 H 2.89976 0.88259 -1.83234
35 H -1.92386 1.38217 -2.71390
36 H -1.15801 2.89908 -3.16967
37 H -0.36082 1.36946 -3.54608
38 C 1.61950 -1.70870 1.82817
39 O 0.83678 -1.53178 0.63180
40 H 1.87240 -0.69501 2.17271
41 H 2.52619 -2.29643 1.61528
42 H 0.97449 -2.22933 2.54685
43 H 0.89993 -2.32633 0.05346

## Properties
Calculated total energy   -19819.575 eV
Molecular weight   403.6 g/mol
Spin multiplicity   5
Total charge   +2
Orbital gap (alpha / beta)   8.454 / 6.835 eV

# 3
Here is a molecular structure, C14H27N2O2PY from the OMol25 dataset. Energies are from ωB97M-V/def2-TZVPD.

Cartesian coordinates (Å):
1 C -0.48017 2.63744 -1.95838
2 C -0.09166 1.39009 -2.75551
3 N 0.10586 0.24262 -2.05096
4 C 0.06851 -0.93782 -2.71434
5 C 0.35062 -0.98544 -4.10148
6 C 0.31639 0.21717 -4.80802
7 C -0.00380 1.40872 -4.14869
8 C -0.31298 -2.21395 -1.97082
9 P 0.18587 -2.49210 -0.09515
10 H -0.02446 2.38006 -4.66724
11 H 0.52680 -1.93811 -4.61417
12 H 0.50056 0.21497 -5.88871
13 C 1.49946 2.74278 -0.54454
14 C -0.61511 3.54939 0.29252
15 H -0.12058 -3.07986 -2.70849
16 H -1.58373 2.71940 -1.93417
17 H -0.11662 3.57047 -2.44333
18 C 1.73753 -3.43910 -0.18508
19 C -1.02946 -3.84281 0.14245
20 H 2.02386 -3.69316 0.84868
21 H 1.63768 -4.33969 -0.80423
22 H 2.51403 -2.77329 -0.57962
23 H -1.26720 -3.82111 1.21129
24 H -1.93861 -3.59163 -0.41870
25 H -0.62784 -4.80784 -0.18588
26 H -0.34873 4.57203 0.00840
27 H -1.69997 3.43350 0.24628
28 H -0.30752 3.37938 1.32313
29 H 1.77501 3.75266 -0.88996
30 H 1.86088 2.63708 0.47636
31 H 2.01497 1.98523 -1.14427
32 Y -0.51185 0.34089 0.37782
33 H 1.59136 -0.29100 0.40726
34 O -2.65113 0.17195 0.23874
35 H -1.37053 -2.38025 -1.81818
36 H -2.81649 -0.09194 -0.71378
37 N 0.03643 2.55594 -0.55787
38 C 1.01054 -0.60055 4.29820
39 C -0.12246 0.16870 3.74210
40 C -1.13084 0.70704 4.70555
41 O -0.28244 0.39398 2.51057
42 H 0.98180 -0.52010 5.38600
43 H 1.97093 -0.22012 3.95003
44 H 0.92456 -1.65764 4.03860
45 H -1.24661 1.80495 4.60371
46 H -2.13479 0.27835 4.50604
47 H -0.80440 0.45344 5.72813

## Properties
Calculated total energy   -32349.082 eV
Molecular weight   375.3 g/mol
Spin multiplicity   2
Total charge   +2
Orbital gap (alpha / beta)   8.860 / 6.220 eV

# 4
Here is 2 unconnected molecules or ions with the total composition C14H28BNO3P from the OMol25 dataset. Energies are from ωB97M-V/def2-TZVPD.

Cartesian coordinates (Å):
1 C -0.97114 2.47264 -2.26688
2 C -1.88811 1.29002 -1.87635
3 C -2.20768 1.22012 -0.37021
4 B -1.28074 0.20851 0.53649
5 C 0.20203 0.94562 0.79799
6 C 1.23543 0.71594 -0.32577
7 C 2.24304 -0.39385 0.04901
8 C 2.32119 -1.54134 -0.90581
9 O 2.61349 -2.66268 -0.59068
10 O 2.07559 -1.23740 -2.21315
11 C -0.98836 -1.27560 -0.13414
12 C -2.23353 -2.14522 -0.20673
13 C -2.75499 -2.62245 -1.54167
14 O -3.39590 -1.62000 -0.79501
15 P -2.09445 0.15400 2.33037
16 C -1.10326 -0.88949 3.49742
17 C -3.82095 -0.53407 2.32669
18 H -0.14358 2.12277 -2.88311
19 H -0.53746 2.92806 -1.38112
20 H -1.51362 3.22594 -2.83257
21 H -2.83213 1.44470 -2.40310
22 H -1.48190 0.36070 -2.27177
23 H -3.26749 0.97416 -0.27386
24 H -2.11384 2.22930 0.03939
25 H 0.65157 0.60686 1.73717
26 H 0.03813 2.01820 0.91280
27 H 1.81755 1.62793 -0.44057
28 H 0.78882 0.50913 -1.28953
29 H 2.03700 -0.79380 1.03532
30 H 3.24691 0.03148 0.09180
31 H 1.45527 -1.89801 -2.54421
32 H -0.33455 -1.81978 0.55375
33 H -0.58005 -1.24936 -1.14645
34 H -2.37357 -2.83675 0.62051
35 H -2.09670 -2.29529 -2.33005
36 H -3.10767 -3.63673 -1.40352
37 H -0.72690 -1.83064 3.08803
38 H -1.67156 -1.08612 4.40464
39 H -0.25266 -0.28291 3.79641
40 H -4.28000 -0.35076 1.35905
41 H -4.40789 -0.00945 3.07752
42 H -3.87157 -1.59817 2.56633
43 C 6.71340 1.42871 0.04060
44 C 5.37809 1.91103 -0.27399
45 N 4.32357 2.28082 -0.53099
46 H 6.68292 0.37467 0.31169
47 H 7.37339 1.54303 -0.81736
48 H 7.13486 1.98551 0.87558

## Properties
Calculated total energy   -32569.358 eV
Molecular weight   300.2 g/mol
Spin multiplicity   1
Total charge   -1
Orbital gap   5.350 eV

# 5
Here is 7 unconnected molecules or ions with the total composition C14H28Br14 from the OMol25 dataset. Energies are from ωB97M-V/def2-TZVPD.

Cartesian coordinates (Å):
1 Br 2.71105 1.20407 5.61563
2 C 2.43512 2.59830 4.11050
3 C 1.04379 2.46609 3.54414
4 Br 0.86459 3.66232 1.88899
5 H 3.23337 2.47281 3.37896
6 H 2.59609 3.58161 4.55242
7 H 0.20029 2.77556 4.16126
8 H 0.85081 1.41527 3.32819
9 Br 6.32032 1.62573 2.55248
10 C 5.49735 1.53985 0.65132
11 C 4.35598 2.65025 0.45572
12 Br 3.36497 2.02830 -1.13034
13 H 5.10806 0.52384 0.71664
14 H 6.42011 1.64413 0.08057
15 H 4.86593 3.58734 0.23229
16 H 3.65207 2.68304 1.28731
17 Br -0.59631 4.07903 -6.65249
18 C -0.68419 3.47760 -4.73591
19 C -0.87861 1.90862 -4.64024
20 Br -1.00636 1.34465 -2.69647
21 H -1.50241 4.07557 -4.33461
22 H 0.19373 3.80817 -4.18087
23 H -0.04431 1.31317 -5.01102
24 H -1.79078 1.58389 -5.14084
25 Br -4.66585 1.00326 4.96590
26 C -3.01555 -0.06690 4.40513
27 C -1.90392 0.14672 5.41816
28 Br -0.46633 -1.23565 5.00375
29 H -2.76519 0.27611 3.40126
30 H -3.15575 -1.14642 4.34969
31 H -2.28139 0.02690 6.43366
32 H -1.44867 1.13013 5.30087
33 Br -0.54418 -1.86845 -4.04403
34 C -0.30119 -2.19020 -5.96534
35 C -1.62966 -2.11162 -6.69848
36 Br -1.35056 -2.31775 -8.69797
37 H 0.06924 -3.20597 -6.10353
38 H 0.48840 -1.57683 -6.39942
39 H -2.20796 -1.20745 -6.50835
40 H -2.37222 -2.87804 -6.47640
41 Br -4.47749 -2.59851 1.47306
42 C -3.43583 -4.08238 2.26650
43 C -2.09733 -4.53262 1.46842
44 Br -2.47011 -5.10938 -0.35296
45 H -4.17979 -4.85386 2.46513
46 H -3.13071 -3.74003 3.25534
47 H -1.68644 -5.36376 2.04155
48 H -1.43541 -3.67087 1.55413
49 Br 2.04173 -0.54089 1.41656
50 C 1.08811 -0.62972 -0.32746
51 C -0.24642 -1.28698 -0.10669
52 Br -1.43305 -0.04137 0.95170
53 H 1.70125 -1.05514 -1.12194
54 H 0.97647 0.39999 -0.66709
55 H -0.22849 -2.26617 0.37180
56 H -0.64635 -1.45536 -1.10659

## Properties
ΔE to the lowest compared entry with this formula, charge and spin   200.0 kJ/mol
SMILES   BrCCBr.BrCCBr.BrCCBr.BrCCBr.BrCCBr.BrCCBr.BrCCBr
Calculated total energy   -995566.475 eV
Molecular weight   1315.0 g/mol
Spin multiplicity   1
Orbital gap   10.149 eV

# 6
Here is a molecular structure, C14H28BrClN2NbO3S from the OMol25 dataset. Energies are from ωB97M-V/def2-TZVPD.

Cartesian coordinates (Å):
1 C -4.04931 -2.81039 2.33880
2 C -2.63536 -2.79204 1.72494
3 C -2.46412 -1.86095 0.52323
4 Br -3.02231 -0.03731 1.09547
5 Nb -0.32543 -1.92301 -0.32647
6 C 1.70808 -1.95950 -1.34712
7 Cl 0.55784 -3.62084 1.22585
8 C -0.87313 -0.44054 -1.91790
9 C -0.95760 1.01453 -1.41753
10 C -0.11999 1.96801 -2.24889
11 C -0.08415 3.42464 -1.74421
12 C -0.25195 3.65073 -0.23641
13 C 1.04126 3.62382 0.57612
14 C 1.88835 2.36259 0.36834
15 S 3.63320 2.72166 -0.08964
16 C 4.32872 2.76061 1.50419
17 N 4.65655 3.77371 2.24343
18 N 5.17585 3.24998 3.42890
19 C 5.10448 1.95606 3.29096
20 O 4.59264 1.56796 2.10709
21 C -1.04297 -3.53260 -1.82528
22 O -2.21769 -4.29016 -1.44605
23 O -1.72952 -5.44543 -0.74271
24 H -4.80927 -2.64748 1.58164
25 H -4.22956 -3.78161 2.80002
26 H -4.13846 -2.06971 3.12277
27 H -1.94076 -2.48734 2.49958
28 H -2.39744 -3.79770 1.39769
29 H -3.20885 -2.16395 -0.20898
30 H 0.17407 -0.60232 0.86191
31 H 2.41773 -1.30909 -0.83807
32 H 1.62654 -1.67106 -2.39123
33 H 2.08066 -2.97789 -1.26780
34 H -0.12569 -0.51741 -2.70171
35 H -1.83684 -0.73173 -2.33372
36 H -0.59576 1.05881 -0.39645
37 H -1.98412 1.36866 -1.37179
38 H -0.50088 1.97408 -3.27084
39 H 0.89126 1.57386 -2.33339
40 H -0.83785 4.00897 -2.26432
41 H 0.87801 3.84741 -2.03694
42 H -0.95388 2.95875 0.21550
43 H -0.68953 4.63867 -0.10176
44 H 1.63213 4.51663 0.40430
45 H 0.76626 3.65753 1.62867
46 H 1.91799 1.75450 1.26209
47 H 1.53406 1.74104 -0.44055
48 H 5.39697 1.19731 3.98817
49 H -1.30441 -3.08104 -2.78059
50 H -0.23410 -4.24239 -1.99873
51 H -2.44172 -5.57704 -0.11062

## Properties
Calculated total energy   -119039.511 eV
Molecular weight   512.7 g/mol
Spin multiplicity   1
Total charge   -1
Orbital gap   6.746 eV

Which of these has the highest spin multiplicity? C14H27IrO

Which of these has the highest molecular weight? C14H28Br14

Repeat the first record exactly.
Here is a molecular structure, C14H27IrN8 from the OMol25 dataset. Energies are from ωB97M-V/def2-TZVPD.

Cartesian coordinates (Å):
1 Ir -0.07352 -0.21416 0.22135
2 C -2.09436 -0.33287 2.80030
3 C -2.36828 0.98167 2.10031
4 N -2.02180 0.83560 0.66246
5 C -2.03188 2.07894 -0.14438
6 C -0.72478 2.79960 0.05036
7 N 0.36293 1.81352 -0.23678
8 C 0.91638 1.96363 -1.63267
9 C 1.84312 0.80778 -1.99879
10 C 2.81005 0.47834 -0.87740
11 N 2.11434 -0.26639 0.24044
12 C 2.64414 0.11643 1.58576
13 C 1.71723 -0.44506 2.62940
14 N 0.35576 0.05906 2.30472
15 C -0.65843 -0.46235 3.28347
16 H -2.76910 -0.47972 3.64255
17 H -2.30816 -1.14252 2.09585
18 H -3.42019 1.25960 2.18562
19 H -1.79506 1.81172 2.51877
20 H -2.70125 0.20572 0.24408
21 H -2.14446 1.78552 -1.18891
22 H -2.88585 2.70822 0.11352
23 H -0.64777 3.65980 -0.61415
24 H -0.60433 3.16950 1.06937
25 H 1.12972 2.02658 0.39675
26 H 0.07322 2.01614 -2.32034
27 H 1.44152 2.92088 -1.66488
28 H 1.25126 -0.08141 -2.23069
29 H 2.39133 1.04836 -2.90975
30 H 3.64937 -0.11811 -1.23240
31 H 3.23266 1.38514 -0.43960
32 H 2.28983 -1.25908 0.09653
33 H 3.67022 -0.23350 1.70443
34 H 2.67566 1.20795 1.64396
35 H 1.69069 -1.53250 2.57059
36 H 2.00870 -0.17685 3.64569
37 H 0.37462 1.07576 2.37845
38 H -0.42746 -1.51201 3.45849
39 H -0.48932 0.07579 4.21822
40 C 0.48448 -4.79650 0.74382
41 C 0.29109 -3.36312 0.67560
42 N 0.14150 -2.22680 0.62262
43 H -0.09933 -5.20319 1.57097
44 H 1.54110 -5.01881 0.89960
45 H 0.15335 -5.24560 -0.19390
46 N -1.29134 -0.92934 -1.20942
47 C -2.00889 -1.65094 -1.80403
48 N -2.67860 -2.46498 -2.45717
49 C -3.85366 -2.77991 -2.85927
50 N -4.90425 -3.10911 -3.25539

## Properties
Calculated total energy   -29687.082 eV
Molecular weight   499.6 g/mol
Spin multiplicity   2
Total charge   +3
Orbital gap (alpha / beta)   8.905 / 6.145 eV